Arrangement i

36
Properties=species:S:1:pos:R:3:lowdin_spin:R:1 method="wB97M-V/def2-TZVPD" lumo_energy_ev="5.01 / 5.01" total_charge=-2 gap_ev="4.318 / 4.315" spin_multiplicity=5
C -2.5212 -0.9842 -1.2878 0.01
C -1.7749 -1.1801 -2.4887 0.03
C -1.4408 0.0809 -2.9988 0.01
H -1.5087 -2.1202 -2.9501 0.00
C -1.8268 1.0713 -2.0552 0.04
C -2.4685 0.4299 -0.9707 0.01
H -2.8214 0.9258 -0.0746 0.00
H -2.9635 -1.7665 -0.6848 0.00
H -1.0178 0.2947 -3.9818 0.00
H -1.7261 2.1508 -2.2264 0.00
Fe -1.0076 -1.0619 0.3722 3.63
Cl 0.1090 -2.8779 -0.1635 0.11
C 2.5968 0.1916 -1.0294 0.00
C 2.2024 1.4381 -1.6156 0.00
C 1.8050 1.1699 -2.9676 0.00
H 2.0362 2.3514 -1.0385 0.00
C 1.9422 -0.2288 -3.2133 0.00
C 2.4359 -0.8397 -2.0198 0.00
H 2.4768 -1.9301 -1.7989 0.00
H 2.8015 0.0023 0.0523 0.00
H 1.2997 1.8836 -3.6155 0.00
H 1.5500 -0.7825 -4.0614 0.00
C 1.5029 -0.7929 2.8932 0.00
Si -0.0050 0.2529 2.4221 0.01
C -1.5280 -0.8136 2.9212 0.02
C -0.0092 1.8652 3.2723 0.00
O -0.0431 0.5991 0.8438 0.10
H 1.5065 -0.8508 3.9939 0.00
H 2.4299 -0.3058 2.5515 0.00
H 1.4841 -1.8221 2.4822 0.00
H -1.5059 -0.8609 4.0215 0.00
H -2.4733 -0.3385 2.6115 0.00
H -1.5153 -1.8598 2.5412 0.00
H 0.8782 2.4376 2.9379 0.00
H -0.8957 2.4445 2.9481 0.00
H -0.0040 1.8265 4.3777 0.00



Arrangement ii

36
Properties=species:S:1:pos:R:3:lowdin_spin:R:1 method="wB97M-V/def2-TZVPD" lumo_energy_ev="5.48 / 5.48" total_charge=-2 gap_ev="5.060 / 5.013" spin_multiplicity=5
C -2.2968 -0.9850 -1.2162 -0.03
C -1.6332 -1.1488 -2.4985 0.04
C -1.4017 0.1297 -3.0572 0.07
H -1.4751 -2.1117 -2.9821 0.00
C -1.7945 1.1188 -2.0998 0.08
C -2.2724 0.4697 -0.9449 0.03
H -2.7138 0.9130 -0.0621 0.00
H -2.6800 -1.7518 -0.5637 0.00
H -1.0622 0.3303 -4.0652 0.00
H -1.7781 2.1939 -2.2568 0.00
Fe -0.4521 -0.7187 -0.5265 3.52
Cl 0.1449 -2.6999 -0.1335 0.12
C 2.3906 0.1297 -0.9150 0.00
C 1.9842 1.3623 -1.5015 0.00
C 1.5815 1.1090 -2.8619 0.00
H 1.9687 2.3406 -1.0009 0.00
C 1.7069 -0.3108 -3.0952 0.00
C 2.2162 -0.9115 -1.9026 0.01
H 2.3888 -1.9840 -1.7345 0.00
H 2.7425 -0.0322 0.1114 0.00
H 1.2173 1.8490 -3.5725 0.00
H 1.4292 -0.8355 -4.0059 0.00
C 1.4798 -0.8047 2.9187 0.00
Si -0.0314 0.2078 2.3680 0.02
C -1.5102 -0.8280 2.9586 0.00
C -0.0065 1.8595 3.2258 0.00
O -0.0643 0.5006 0.7979 0.12
H 1.4903 -0.8446 4.0303 0.00
H 2.4233 -0.3291 2.5916 0.00
H 1.4463 -1.8218 2.5218 0.00
H -1.5015 -0.8695 4.0671 0.00
H -2.4692 -0.3706 2.6464 0.00
H -1.4668 -1.8445 2.5618 0.00
H 0.8963 2.4467 2.9280 0.00
H -0.8983 2.4679 2.9427 0.00
H 0.0012 1.7743 4.3267 0.00



Which one sits at the top of the stability order? arrangement ii does.



Arrangement i

23
Properties=species:S:1:pos:R:3:lowdin_charge:R:1 method="wB97M-V/def2-TZVPD" lumo_energy_ev=-3.39 total_charge=+1 gap_ev=8.936
C 2.0719 1.8680 0.2092 -0.06
C 2.7989 0.8487 0.7010 -0.10
C 0.7986 1.7218 -0.3701 0.00
C -0.2501 1.3286 -0.8213 -0.02
C -1.5813 0.8530 -1.1249 -0.12
C -0.3296 -1.2046 0.7042 -0.21
C -1.8398 -0.9695 0.6371 -0.11
N 1.3366 -1.5344 -0.9629 -0.08
N 2.4660 -1.1558 -0.5198 0.10
N 0.1167 -1.5597 -0.6201 0.02
N -2.2302 0.3950 0.1605 0.06
O 2.4489 -0.4738 0.7261 -0.10
H 2.4552 2.8734 0.3108 0.12
H 3.7262 1.0525 1.2225 0.13
H -2.1812 1.6553 -1.5664 0.14
H -1.5453 0.0031 -1.8112 0.13
H 0.1824 -0.3502 1.1533 0.10
H -0.1602 -2.0719 1.3564 0.14
H -2.2610 -1.7010 -0.0538 0.14
H -2.2749 -1.1102 1.6272 0.14
H 1.4833 -1.9663 -1.8852 0.19
H -1.9804 1.0876 0.8782 0.19
H -3.2506 0.4104 0.0493 0.19



Arrangement ii

23
Properties=species:S:1:pos:R:3:lowdin_charge:R:1 method="wB97M-V/def2-TZVPD" lumo_energy_ev="-4.25 / -4.25" total_charge=+1 gap_ev="7.914 / 7.915"
C 2.3012 0.0998 1.5472 0.01
N 1.4112 0.5108 0.4486 -0.19
C 1.8270 1.5226 -0.4215 -0.06
C 0.2358 -0.1377 0.3313 -0.02
N -0.5103 0.1856 -0.7172 0.05
N -1.7364 -0.3094 -1.2492 0.08
C -2.5986 -0.9872 -0.4881 -0.11
C -3.8515 -1.3892 -0.9106 -0.06
C -4.3990 -1.1188 -2.1396 -0.08
N -3.9824 -0.2486 -3.0460 0.17
C -3.2390 0.6518 -3.3399 -0.28
O -2.5101 1.4528 -3.7364 0.21
H 3.3290 -0.0517 1.2607 0.10
H 2.1972 0.9131 2.2240 0.09
H 1.8611 -0.7799 2.0345 0.10
H 2.8198 1.9180 -0.4066 0.10
H 1.7285 1.0882 -1.5911 0.17
H 1.2472 2.4339 -0.4312 0.10
H -0.0351 -1.0111 0.9545 0.17
H -0.1224 0.8752 -1.3182 0.10
H -2.2693 -1.2029 0.5324 0.12
H -4.4953 -2.0648 -0.4687 0.09
H -5.3214 -1.5542 -2.3680 0.11



Which one sits at the top of the stability order? arrangement ii does.



Arrangement i

8
Properties=species:S:1:pos:R:3:lowdin_charge:R:1 method="wB97M-V/def2-TZVPD" lumo_energy_ev="-5.86 / -5.96" total_charge=+1 gap_ev="8.719 / 8.743"
C 0.4654 0.0048 -0.4841 -0.05
N -1.7437 0.3836 0.1964 0.16
N -0.7701 -0.3786 -0.2813 -0.05
N 1.5084 0.3043 0.1020 0.23
H -2.7027 0.0890 0.3361 0.10
H -0.8449 -1.3165 -0.8199 0.23
H 1.7992 0.0010 1.1070 0.21
H 2.2884 0.9123 -0.1562 0.16



Arrangement ii

8
Properties=species:S:1:pos:R:3:lowdin_charge:R:1 method="wB97M-V/def2-TZVPD" lumo_energy_ev=-6.06 total_charge=+1 gap_ev=10.495
N 2.3153 -0.4726 -0.3775 0.39
N 1.4141 0.1598 -0.1431 0.13
C -0.0580 0.4702 0.1228 -0.25
N -0.8592 -0.5484 -0.0561 0.10
H -0.2808 1.3730 -0.6092 0.20
H 0.0280 0.7967 1.2418 0.19
H -1.4145 -0.6562 -0.8715 0.12
H -1.1449 -1.1226 0.6928 0.12



Which one sits at the top of the stability order? arrangement ii does.



Arrangement i

8
Properties=species:S:1:pos:R:3:lowdin_charge:R:1 method="wB97M-V/def2-TZVPD" lumo_energy_ev=-4.58 total_charge=+1 gap_ev=11.287
N -1.1794 0.1658 -0.6222 0.26
C -0.1753 -0.0618 0.1012 -0.25
N 0.7453 0.4450 0.8979 0.12
N 0.8961 -1.0208 0.7399 0.20
H -1.4011 1.2401 -0.6710 0.23
H -1.7830 -0.5861 -1.0454 0.20
H 1.3974 1.1522 0.5223 0.18
H 1.5000 -1.3344 0.0773 0.06



Arrangement ii

8
Properties=species:S:1:pos:R:3:lowdin_charge:R:1 method="wB97M-V/def2-TZVPD" lumo_energy_ev=-5.05 total_charge=+1 gap_ev=9.299
C -0.3552 -0.4659 -0.0623 -0.16
N -2.5370 0.1108 -0.0115 0.33
N -1.4431 0.0855 0.0606 -0.07
N 0.9077 0.3084 -0.0281 0.21
H -0.2662 -1.5239 0.1432 0.15
H 1.0486 0.8326 0.8511 0.18
H 0.9430 0.9856 -0.8085 0.18
H 1.7024 -0.3332 -0.1445 0.18



Arrangement iii

8
Properties=species:S:1:pos:R:3:lowdin_charge:R:1 method="wB97M-V/def2-TZVPD" lumo_energy_ev=-5.64 total_charge=+1 gap_ev=10.572
C -1.7628 -0.0939 1.1235 -0.05
N -0.8414 -0.8130 1.4985 0.18
N -0.7885 -0.4042 0.1119 -0.10
N 0.2094 0.6486 0.0704 0.12
H -2.6972 0.5098 1.1433 0.17
H 1.4427 0.1060 0.5451 0.38
H -0.1185 1.4012 0.7313 0.15
H 0.4598 1.0065 -0.8387 0.14



Which one sits at the top of the stability order? arrangement ii does.